Record 1
{"formula": "C42H57N7O2", "method": "ωB97M-V/def2-TZVPD", "homo_ev": -8.575, "fmax_ev_per_a": 10.877, "gap_ev": 7.497, "symbols": ["C", "C", "C", "C", "N", "H", "H", "H", "H", "H", "H", "H", "C", "C", "C", "C", "N", "H", "H", "H", "H", "H", "H", "H", "C", "C", "C", "C", "N", "H", "H", "H", "H", "H", "H", "H", "C", "C", "C", "C", "N", "H", "H", "H", "H", "H", "H", "H", "C", "C", "C", "C", "N", "H", "H", "H", "H", "H", "H", "H", "C", "C", "C", "C", "N", "H", "H", "H", "H", "H", "H", "H", "C", "C", "C", "C", "N", "H", "H", "H", "H", "H", "H", "H", "C", "C", "C", "C", "C", "C", "C", "O", "C", "C", "C", "C", "C", "C", "C", "O", "H", "H", "H", "H", "H", "H", "H", "H"], "coordinates": [[5.8458, 3.9495, -14.3666], [5.9042, 2.8068, -13.3345], [6.3588, 3.2834, -11.9441], [5.2845, 3.9362, -11.2336], [4.3431, 4.4300, -10.6990], [5.4267, 3.6988, -15.3411], [6.8696, 4.2627, -14.5714], [5.2969, 4.8235, -14.0159], [6.6754, 2.2396, -13.8557], [5.0312, 2.1702, -13.1909], [7.1330, 4.0490, -11.9940], [6.6297, 2.4164, -11.3415], [0.5622, 3.0681, -11.1253], [1.9534, 2.6766, -10.5184], [2.5646, 3.8452, -9.6574], [2.0512, 5.1897, -10.0124], [1.6069, 6.2166, -10.3229], [-0.1050, 3.2292, -10.2786], [0.1414, 2.1619, -11.5610], [0.4970, 3.7767, -11.9510], [2.5612, 2.2138, -11.2958], [1.8106, 1.8807, -9.7874], [3.6467, 3.9253, -9.7613], [2.4646, 3.7031, -8.5813], [9.7211, 6.3037, -13.7719], [8.4426, 5.5211, -14.1617], [7.2139, 6.1459, -13.4036], [7.4089, 6.1848, -11.9406], [7.6158, 6.2626, -10.7859], [9.9440, 6.4774, -12.7192], [9.6366, 7.3673, -13.9946], [10.6970, 6.0281, -14.1715], [8.5829, 4.4998, -13.8077], [8.2363, 5.5257, -15.2320], [6.2964, 5.6186, -13.6650], [7.0593, 7.0899, -13.9261], [7.5398, 2.0638, -16.8887], [8.2367, 3.2601, -16.3965], [9.0553, 3.9859, -17.4313], [8.5767, 4.0010, -18.8252], [8.2812, 4.0378, -19.9691], [8.1708, 1.3451, -17.4117], [6.7929, 2.4083, -17.6039], [6.9856, 1.4508, -16.1779], [8.8807, 2.9249, -15.5835], [7.4821, 3.8359, -15.8606], [10.0237, 3.4865, -17.4619], [9.2738, 5.0323, -17.2179], [3.0981, 6.0013, -14.6627], [3.1240, 5.4866, -13.2449], [1.7891, 5.3351, -12.4913], [0.7203, 5.0151, -13.4322], [-0.1005, 4.6943, -14.1470], [2.7730, 7.0414, -14.6900], [2.2914, 5.5149, -15.2112], [4.0694, 5.9132, -15.1495], [3.7184, 6.1787, -12.6485], [3.5887, 4.5007, -13.2307], [1.4835, 6.1827, -11.8778], [1.9298, 4.4589, -11.8583], [3.3088, 2.3044, -14.4179], [1.7550, 1.9732, -14.3220], [1.6036, 0.5400, -13.8158], [1.9689, 0.4041, -12.3999], [2.2038, 0.2720, -11.2560], [3.6204, 2.9611, -15.2302], [4.0012, 1.4641, -14.4704], [3.6285, 2.8519, -13.5313], [1.3069, 2.0780, -15.3101], [1.2535, 2.7520, -13.7475], [2.2407, -0.1547, -14.3630], [0.5611, 0.2222, -13.8357], [11.8793, 3.3165, -11.0530], [10.7214, 4.2994, -11.2431], [9.3160, 3.7397, -11.0356], [8.7026, 3.2223, -12.2549], [8.2290, 2.8868, -13.3017], [11.9685, 2.6398, -11.9028], [11.6626, 2.7325, -10.1585], [12.8220, 3.8228, -10.8452], [10.7738, 4.6209, -12.2833], [10.8797, 5.1867, -10.6302], [8.6858, 4.5305, -10.6286], [9.4567, 2.9215, -10.3292], [1.4936, -1.2119, -4.5261], [1.2213, -2.0929, -5.5747], [1.7637, -1.7616, -6.8058], [2.7169, -0.7080, -7.0058], [3.1780, -0.0455, -5.8349], [2.5026, -0.2443, -4.6170], [4.2668, 0.9554, -5.9782], [4.8307, 1.4155, -4.9911], [4.5523, 1.4683, -7.4023], [5.4881, 2.3911, -7.6205], [5.8400, 2.8643, -8.9101], [5.1084, 2.4526, -10.0429], [4.0132, 1.6560, -9.7943], [3.8504, 0.9709, -8.5046], [3.0817, -0.3031, -8.4408], [2.6084, -1.0089, -9.3681], [0.8463, -1.3644, -3.6751], [0.3238, -2.6916, -5.5256], [1.3723, -2.3038, -7.6539], [2.7854, 0.4685, -3.8566], [6.0918, 2.8165, -6.8325], [6.7188, 3.4865, -8.9934], [5.3147, 2.7471, -11.0613], [3.5541, 1.3401, -10.7194]], "lowdin_charge": [-0.1142, -0.1680, -0.1891, -0.1998, 0.2037, 0.0978, 0.0129, 0.0339, 0.0891, 0.0827, 0.0597, 0.1497, -0.0683, -0.2305, -0.1660, -0.1830, 0.1628, 0.0949, 0.0716, 0.0162, 0.0458, 0.0976, -0.0362, 0.1336, -0.0946, -0.2253, -0.1460, -0.1854, 0.1885, 0.0564, 0.0750, 0.0772, 0.0289, 0.0978, 0.0454, 0.1373, -0.1091, -0.3107, -0.1714, -0.2122, 0.1356, 0.0887, 0.0827, 0.0757, 0.0989, 0.0467, 0.1267, 0.1122, -0.0881, -0.2478, -0.2166, -0.2633, 0.1836, 0.0855, 0.0674, 0.0642, 0.1137, 0.0457, 0.0530, 0.0454, -0.0837, -0.1760, -0.1547, -0.1185, 0.1521, 0.0720, 0.0833, 0.0207, 0.1105, 0.0561, 0.1221, 0.1261, -0.0881, -0.2456, -0.1442, -0.1399, 0.1285, 0.0790, 0.0696, 0.0764, 0.0743, 0.1199, 0.0676, 0.1298, -0.0648, -0.0676, -0.0087, -0.0456, -0.0956, 0.0037, -0.2504, 0.0964, -0.1027, -0.0081, 0.0201, -0.1449, -0.0194, -0.0254, -0.2210, 0.0313, 0.1011, 0.1064, 0.1092, 0.1145, 0.1243, 0.1136, -0.0189, 0.0572]}

=====

Record 2
{"formula": "C38H62ClFN2O12P2S2", "method": "ωB97M-V/def2-TZVPD", "homo_ev": -7.786, "fmax_ev_per_a": 8.194, "smiles": "CCC(=O)OCCc1c(C[C@H](C)F)cc2c(c1CCCCOC(C)=O)Nc1c(CCCS)c(C[C@H](C)Cl)cc(N)c1S2.COP(=O)(OC)OC.COP(=O)(OC)OC", "gap_ev": 5.714, "symbols": ["C", "C", "C", "O", "O", "C", "C", "C", "C", "C", "C", "C", "F", "C", "C", "C", "C", "C", "C", "C", "C", "O", "C", "C", "O", "N", "C", "C", "C", "C", "C", "S", "C", "C", "C", "C", "Cl", "C", "C", "N", "C", "S", "H", "H", "H", "H", "H", "H", "H", "H", "H", "H", "H", "H", "H", "H", "H", "H", "H", "H", "H", "H", "H", "H", "H", "H", "H", "H", "H", "H", "H", "H", "H", "H", "H", "H", "H", "H", "H", "H", "H", "H", "H", "H", "H", "H", "C", "O", "P", "O", "O", "C", "O", "C", "H", "H", "H", "H", "H", "H", "H", "H", "H", "C", "O", "P", "O", "O", "C", "O", "C", "H", "H", "H", "H", "H", "H", "H", "H", "H"], "coordinates": [[6.9334, -0.7165, 1.2378], [6.6509, -1.8881, 2.1953], [5.9748, -1.4067, 3.4561], [6.5443, -0.9838, 4.4200], [4.5884, -1.4583, 3.4376], [4.0010, -0.2184, 3.0243], [2.6074, -0.5063, 2.4400], [1.5267, 0.3872, 3.0186], [1.2178, 0.2993, 4.3850], [1.8671, -0.6369, 5.3902], [1.7771, -2.1309, 5.0916], [0.4246, -2.6145, 4.5687], [1.9952, -2.7877, 6.3192], [0.2016, 1.1105, 4.8805], [-0.4800, 1.9692, 4.0476], [-0.1829, 2.0903, 2.7004], [0.8354, 1.2772, 2.1853], [1.1514, 1.4154, 0.7077], [2.1649, 2.5774, 0.4941], [1.7870, 3.5313, -0.6592], [2.8936, 3.7260, -1.7102], [2.4537, 3.2558, -3.0001], [2.5451, 1.8857, -3.0561], [3.9199, 1.2689, -3.1875], [1.5491, 1.2198, -2.9788], [-0.9144, 3.0190, 1.9269], [-2.3196, 2.8714, 1.9990], [-3.1329, 2.7584, 0.8563], [-2.5441, 2.8011, -0.5431], [-2.8171, 1.5091, -1.3737], [-1.5788, 0.9929, -2.1285], [-1.6284, -0.8356, -2.2301], [-4.5116, 2.6055, 1.0490], [-5.5157, 2.4364, -0.0935], [-6.0031, 0.9540, -0.1043], [-6.0239, 0.2979, -1.4991], [-7.6408, 0.8077, 0.6295], [-5.0738, 2.5958, 2.3184], [-4.2720, 2.7213, 3.4436], [-4.8510, 2.6776, 4.7298], [-2.9042, 2.8566, 3.2613], [-1.7958, 2.9985, 4.6452], [7.2479, 0.1405, 1.8350], [6.0401, -0.4074, 0.6932], [7.6789, -0.9981, 0.4974], [7.5725, -2.3922, 2.4798], [6.0001, -2.6152, 1.7091], [3.9613, 0.4981, 3.8457], [4.6094, 0.2309, 2.2350], [2.6515, -0.4712, 1.3578], [2.3582, -1.5377, 2.6899], [2.9333, -0.3878, 5.4230], [1.4946, -0.4202, 6.3893], [2.5602, -2.4939, 4.4327], [-0.1756, -3.0382, 5.3720], [0.6096, -3.4459, 3.8822], [-0.1275, -1.8690, 3.9990], [-0.0653, 1.0365, 5.9266], [1.5127, 0.4806, 0.2914], [0.2214, 1.6249, 0.1796], [2.2907, 3.0927, 1.4452], [3.1322, 2.1245, 0.2534], [1.5395, 4.5132, -0.2496], [0.8967, 3.1763, -1.1793], [3.8144, 3.2152, -1.4114], [3.1545, 4.7752, -1.8307], [3.9317, 0.5716, -4.0188], [4.6749, 2.0440, -3.3037], [4.1109, 0.7469, -2.2489], [-0.5832, 3.0834, 0.9809], [-1.4628, 2.9332, -0.5425], [-2.9544, 3.6622, -1.0762], [-3.2168, 0.7340, -0.7242], [-3.5697, 1.7745, -2.1134], [-0.6566, 1.2143, -1.5994], [-1.5290, 1.3924, -3.1372], [-1.7024, -1.0969, -0.9157], [-6.3802, 3.0282, 0.2000], [-5.0980, 2.7233, -1.0512], [-5.3313, 0.3684, 0.5175], [-5.6461, -0.7214, -1.4139], [-5.4102, 0.8237, -2.2235], [-7.0483, 0.2298, -1.8621], [-6.1425, 2.4914, 2.4605], [-4.2244, 3.0632, 5.4238], [-5.6904, 3.2433, 4.7120], [-12.4708, -4.6523, -3.1901], [-11.2546, -4.2893, -2.5294], [-11.2595, -2.9833, -1.5729], [-12.6536, -2.4856, -1.5760], [-10.2460, -2.1276, -2.5100], [-9.8461, -2.4658, -3.8315], [-10.6204, -2.4237, -0.2038], [-10.4492, -1.0084, -0.0806], [-12.2413, -5.5277, -3.7962], [-13.2482, -4.9113, -2.4766], [-12.8058, -3.8438, -3.8355], [-10.6754, -2.3466, -4.5304], [-9.4451, -3.4743, -3.8833], [-9.0589, -1.7677, -4.1128], [-11.3863, -0.4876, -0.2759], [-9.6747, -0.6502, -0.7507], [-10.1328, -0.8125, 0.9413], [8.0601, -3.4795, -4.9224], [9.4069, -3.5768, -4.4686], [9.8759, -2.7161, -3.1335], [8.5619, -2.0481, -2.8270], [10.8575, -1.8160, -4.0825], [11.0328, -1.9367, -5.4910], [10.6225, -2.1320, -1.7800], [10.7609, -0.6955, -1.7643], [7.9922, -4.0993, -5.8169], [7.3589, -3.8547, -4.1813], [7.8233, -2.4479, -5.1754], [10.1416, -1.6019, -6.0220], [11.2902, -2.9510, -5.7796], [11.8602, -1.2819, -5.7611], [9.8043, -0.2100, -1.9489], [11.5012, -0.3568, -2.4827], [11.1157, -0.4130, -0.7738]], "lowdin_charge": [-0.0731, -0.1359, -0.4738, 0.1519, -0.0461, -0.1511, -0.0707, -0.1121, -0.1734, -0.0737, -0.3531, -0.0180, -0.0428, -0.0430, -0.4321, -0.2083, -0.0987, -0.1239, -0.1417, -0.1434, -0.1641, -0.0312, -0.5114, 0.0247, 0.1227, 0.1077, -0.1919, -0.1037, -0.1119, -0.2522, -0.5402, 0.6963, -0.1786, -0.1474, -0.6798, -0.1142, 0.6523, -0.0036, -0.3246, 0.0899, -0.3823, 1.0473, 0.0841, 0.0624, 0.0706, 0.1199, 0.1173, 0.1281, 0.1096, 0.1003, 0.1130, 0.1150, 0.1235, 0.1139, 0.0845, 0.0781, 0.0776, 0.1152, 0.1049, 0.0735, 0.1194, 0.1010, 0.1160, 0.0989, 0.1115, 0.1249, 0.0929, 0.0859, 0.0882, 0.0811, 0.0738, 0.1240, 0.0848, 0.0853, 0.0135, 0.0791, -0.1467, 0.0973, 0.0952, 0.0933, 0.0805, 0.0553, 0.0554, 0.1049, 0.0403, 0.0912, -0.1000, -0.2593, 0.5080, -0.2513, -0.2521, -0.0966, -0.2389, -0.1251, 0.0912, 0.0874, 0.0885, 0.0892, 0.0849, 0.0865, 0.0936, 0.0437, 0.0725, -0.1148, -0.2971, 0.6555, -0.2812, -0.2700, -0.0913, -0.2803, -0.1125, 0.0937, 0.0875, 0.0890, 0.0898, 0.0872, 0.0912, 0.0824, 0.0792, 0.0900]}

=====

Record 3
{"formula": "C3H2Br2P2", "method": "ωB97M-V/def2-TZVPD", "homo_ev": -8.862, "fmax_ev_per_a": 2.858, "smiles": "BrC1=C[PH]#P=C1Br", "de_lowest_ev": 0.277, "gap_ev": 7.927, "symbols": ["Br", "C", "C", "P", "P", "C", "Br", "H", "H"], "coordinates": [[-1.4746, 1.5731, -1.7186], [-0.4631, 0.5028, -0.4790], [0.8884, 0.4114, -0.5647], [1.8191, -0.5411, 0.7319], [-0.0566, -1.0048, 1.7158], [-1.0706, -0.0420, 0.7279], [-2.9464, 0.0085, 0.9470], [1.3652, 0.8662, -1.3375], [1.9384, -1.7741, -0.0229]], "nbo_charge": [0.0772, -0.1430, -0.4520, 0.2548, 0.4094, -0.5478, 0.1368, 0.2245, 0.0401]}